C17H29IN3O7PSi2Zn as an isolated structure at a distorted geometry, computed with wB97M-V/def2-TZVPD.

The geometry in XYZ format:
```
61
Properties=species:S:1:pos:R:3
C -2.16 0.42 4.17
C -2.33 -0.76 3.24
C -2.84 -0.55 1.66
Si -2.55 -2.08 0.54
C -4.13 -2.39 -0.59
C -5.09 -1.07 -0.73
C -5.89 -0.94 -2.16
I -6.48 -2.88 -2.99
N -2.38 -3.58 1.58
C -3.57 -3.81 2.25
O -4.66 -3.65 3.04
O -1.18 -2.05 -0.52
Si 0.07 -0.92 -0.09
O 1.50 -1.37 -1.09
C 2.68 -0.61 -0.65
C 3.78 -0.57 -1.92
N 3.69 0.79 -2.63
C 4.39 1.87 -1.83
C 4.36 3.36 -2.56
C 3.11 4.28 -2.00
O 4.19 3.26 -4.02
C 0.71 -1.03 1.74
C 1.24 0.37 2.44
C 1.74 0.10 4.01
C 1.61 -1.44 4.53
N 1.16 -2.68 3.84
C 0.70 -2.50 2.43
P -0.48 1.09 -0.76
O -0.68 2.17 0.38
O 0.63 1.78 -1.93
O -2.04 0.96 -1.60
H -1.26 0.49 4.93
H -2.94 1.30 4.04
H -2.04 -1.81 3.67
H -2.46 0.47 1.25
H -4.03 -0.43 1.76
H -3.71 -2.72 -1.65
H -4.79 -3.28 -0.21
H -4.45 -0.09 -0.59
H -5.83 -1.09 0.20
H -6.89 -0.32 -1.97
H -5.20 -0.29 -2.88
H 3.23 -1.26 0.19
H 2.40 0.47 -0.29
H 4.89 -0.75 -1.54
H 3.51 -1.40 -2.74
H 4.14 0.66 -3.58
H 3.87 2.00 -0.78
H 5.50 1.53 -1.63
H 5.39 3.90 -2.30
H 3.61 5.25 -1.54
H 2.39 4.62 -2.86
H 2.49 3.72 -1.14
H 3.22 3.14 -4.24
H 1.28 1.42 1.92
H 2.14 0.98 4.70
H 1.94 -1.59 5.67
H 0.31 -3.46 1.85
H 0.16 1.88 -2.81
H -1.90 0.55 -2.51
Zn 5.90 0.56 -2.69
```

Total charge: +2
Lowest unoccupied orbital energy: -11.4 eV
HOMO energy: -0.469 Ha
Electronic energy: -4352.344209 a.u.